# 1
This record from the Open Molecules 2025 dataset describes a structure of composition C21H50F2N7O10S2V at a distorted geometry. The level of theory is wB97M-V/def2-TZVPD.

Results
Multiplicity ... 3
E_HOMO (alpha / beta) ... -0.4973 / -0.4974 Eh
Gap between HOMO and LUMO (alpha / beta) ... 7.92 / 4.93 eV
Charge ... +2

Atoms and positions in Å:
C (1.3817, 4.9085, -2.7111)
N (0.9485, -3.1143, -3.7126)
H (4.1520, -6.0638, 3.0588)
H (0.0283, 6.7395, 0.7709)
H (2.2129, 4.5852, -4.6586)
H (4.7249, 3.0400, 1.2637)
O (-0.0531, -1.0143, 2.2431)
H (4.1118, 2.1619, 2.6624)
O (-3.7068, -3.5690, -1.2543)
H (3.1625, 3.2374, 1.6614)
H (-0.3035, 1.9203, -0.2036)
H (-1.0579, 4.1884, -2.1680)
S (-2.0365, -4.4395, 0.8780)
H (-1.9189, 2.0547, -1.0666)
H (-6.5685, 0.1160, 0.6241)
N (-4.6588, 0.8846, 0.2156)
N (2.8946, -4.6182, 2.3142)
C (4.1619, -5.2163, 2.3734)
N (3.4936, 1.3169, 0.7944)
H (3.4011, 0.7359, -1.2035)
C (3.8967, 2.4324, 1.6287)
H (-4.2291, 1.8549, 1.9781)
N (-1.4888, 0.2356, 3.4021)
H (1.8325, -4.2169, -5.2090)
C (2.1784, -4.2417, 3.6027)
H (-0.1309, -1.7162, -4.7256)
H (-1.2905, 3.2620, 0.0505)
H (1.0097, -4.4468, -2.2929)
H (-1.1277, -1.6943, 3.8238)
C (1.1241, -3.3628, -2.4476)
H (2.1609, 1.9519, -0.8149)
H (-0.1891, 2.5661, -2.6658)
C (-4.2964, 2.1833, 0.9409)
N (0.7381, 4.1653, -1.5768)
O (-1.8541, -5.8474, 0.5425)
C (2.4647, -4.1529, 1.1015)
C (-0.4202, 3.3369, -1.9306)
H (3.5393, 0.0822, 2.3114)
C (-1.0112, 2.5579, -0.7334)
H (-5.0685, 2.9399, 0.8012)
H (1.1715, -1.1052, -3.6632)
H (4.8538, -4.4370, 2.6929)
H (-3.4857, 0.1860, 4.0812)
H (2.8719, -3.8609, 4.3525)
H (-0.6507, 2.2096, 3.4360)
O (-3.2916, -4.0697, 1.5324)
C (-2.4943, 0.3250, 4.5126)
H (-0.4005, 6.5285, -0.9359)
H (0.5510, 3.9191, -4.4843)
O (1.4835, -3.4052, 0.9043)
C (0.7680, 4.9201, -0.2725)
O (-0.0562, -0.4550, -0.6800)
F (-1.6919, -2.5088, -2.0841)
C (-0.8551, -0.8831, 3.1311)
H (4.5013, -5.5773, 1.4025)
C (-3.8859, -0.1694, 0.0043)
C (-6.0723, 0.8947, 0.0448)
F (-0.9167, -4.2300, 2.0385)
C (-1.2435, 1.5857, 2.7671)
H (-3.2944, 2.4843, 0.6350)
H (2.3866, 5.2638, -2.4828)
H (1.7791, 5.3233, -0.3283)
O (2.2869, -0.6585, 0.8215)
H (1.8432, 3.1235, -3.6355)
H (1.3937, -3.4993, 3.4566)
H (-6.1713, 0.5426, -0.9820)
H (1.7054, -5.1305, 4.0202)
H (-2.2901, -0.4950, 5.2010)
O (1.3203, -2.5171, -1.5848)
H (1.0428, -5.2642, -4.1695)
C (-0.3121, 6.0214, 0.0248)
H (-2.0760, 2.1700, 2.3750)
H (1.5703, -1.6622, -5.2539)
H (0.1124, -4.1637, -5.2801)
H (3.1250, -4.4746, 0.2813)
C (0.9043, -1.8508, -4.4120)
H (0.8668, 5.8406, -2.9437)
H (-0.5729, 1.3264, 1.9479)
C (0.9428, -4.2597, -4.5807)
C (3.0110, 0.1762, 1.3500)
C (3.1642, 1.5972, -0.5788)
H (-1.1913, 5.4708, 0.3595)
H (0.9209, 4.2785, 0.5953)
C (1.5050, 4.0978, -3.9882)
N (-1.3490, -3.1588, -0.1266)
H (-2.4350, 1.2407, 5.1010)
O (-1.6314, -4.8116, -2.1112)
S (-2.2164, -3.7648, -1.2739)
H (-4.3651, -0.9518, -0.6043)
H (-6.6410, 1.8219, 0.1153)
O (-2.7066, -0.3270, 0.4221)
V (0.1836, -1.7861, 0.1213)
H (3.8235, 2.3864, -0.9400)

# 2
This record from the Open Molecules 2025 dataset describes a cluster of 6 separate species, C21H50N6O5 in total at a distorted geometry. The level of theory is wB97M-V/def2-TZVPD.

Results
Structure (SMILES) ... CCN(CC)CC.CNC(C)=O.CNC(C)=O.CNC(C)=O.CNC(C)=O.CNC(C)=O
E_HOMO ... -0.3239 Eh
Gap between HOMO and LUMO ... 9.03 eV
Charge ... 0

Atoms and positions in Å:
O (1.6531, -3.7880, 4.0704)
O (0.6696, -5.7069, -2.7263)
C (1.8298, -3.0656, 6.3499)
H (4.3076, 4.3330, -0.5451)
C (0.5795, -4.7769, -1.9391)
H (-3.7303, 2.9035, -0.1746)
C (5.1151, -0.9995, -2.9145)
H (4.2173, -0.3914, -2.9955)
H (2.3924, -1.4957, -1.3822)
H (1.1471, -5.7084, -0.1210)
H (-5.2458, 2.2226, 3.1355)
C (1.2741, -3.0122, 4.9330)
N (0.6742, -3.4863, -2.3344)
C (-0.8646, 0.8936, 0.7983)
N (0.3699, 0.7104, 0.0375)
H (5.1481, -3.1675, -1.4529)
H (-8.0575, 1.9185, 0.9551)
H (-1.1930, -0.0167, 1.2796)
H (-7.3740, 2.7602, 2.3271)
C (4.7512, -2.4099, -3.3346)
C (4.3928, -4.7106, -2.6129)
H (3.3460, -4.8865, -2.3381)
C (-0.2239, -1.8514, 3.3727)
H (2.2942, 4.0626, -3.4444)
H (-4.6733, 5.8168, 0.1179)
H (-6.3402, 2.8290, -0.1654)
H (0.2219, 3.2184, -3.8026)
C (2.6117, 3.5273, -1.5288)
H (0.0519, -3.6666, -4.3197)
C (0.8422, -3.1853, -3.7389)
N (1.9847, 3.4293, -2.7281)
H (5.8015, -0.6387, -3.6816)
H (1.2596, -2.4190, 7.0170)
N (-5.0563, 3.2862, 1.4055)
H (4.9282, -5.5038, -2.0876)
C (-4.0540, 3.7644, 0.4411)
H (5.5645, -0.9396, -1.9257)
H (0.8470, -2.7506, -1.6699)
H (-7.0882, 0.9911, 2.0491)
H (4.4694, -4.9433, -3.6751)
H (1.7899, -3.5571, -4.1246)
H (0.3773, -4.1267, 0.1667)
H (0.3631, -1.1169, 2.8205)
C (-4.4296, 2.6263, 2.5280)
C (2.0674, -0.4754, -1.1860)
C (-5.9590, 2.3424, 0.7323)
H (-3.6186, 4.5289, 2.9473)
H (3.8688, 5.1702, -2.0718)
H (-1.2002, -1.3659, 3.4698)
C (0.8571, -0.5096, -0.2718)
H (-2.4865, 3.2650, 3.2850)
N (0.3420, -2.0512, 4.6970)
H (-3.1608, 4.0458, 0.9986)
H (2.8677, -2.7413, 6.3369)
H (-3.9210, 1.6786, 2.2527)
C (0.3817, -5.0117, -0.4650)
H (1.7651, -4.0992, 6.6788)
H (0.8182, 1.5589, -0.2777)
H (-1.6273, 1.3603, 0.1718)
H (-3.8692, 3.5638, 4.4173)
H (1.7902, -0.0944, -2.1739)
H (-0.6284, 1.6482, 1.5566)
H (2.8728, 0.1344, -0.7839)
H (0.0771, -1.4372, 5.4445)
H (-3.8923, 5.0455, -1.2772)
O (4.3028, -2.6266, -4.4451)
C (3.9575, 4.2094, -1.5655)
H (-5.3835, 1.4613, 0.4044)
H (4.7070, 3.5920, -2.0628)
C (-3.5370, 3.5330, 3.3860)
H (-0.3572, -2.7936, 2.8580)
C (-4.5598, 4.8830, -0.4285)
N (4.8592, -3.3733, -2.3932)
H (0.0804, 2.5989, -2.1262)
H (0.9715, 1.7403, -3.3887)
C (0.7386, 2.7303, -2.9766)
H (-5.5191, 4.5995, -0.8644)
H (0.6715, -2.1193, -3.8859)
C (-7.1756, 1.9786, 1.5979)
O (2.1130, 3.1528, -0.4759)
O (0.4059, -1.5492, 0.1936)
H (-0.5641, -5.5453, -0.3497)

Calculated energy above the lowest of the compared OMol25 structures with the same formula, charge and spin in order - 39.3 17.0 kJ/mol